{"formula": "C26H44BrN3O10", "method": "the ωB97M-V functional and the def2-TZVPD basis", "total_charge": 0, "e_homo_ev": -9.35, "gap_ev": 9.7, "elements": ["C", "C", "C", "C", "C", "C", "N", "C", "C", "O", "C", "N", "C", "C", "N", "C", "C", "C", "C", "O", "C", "O", "C", "C", "O", "Br", "H", "H", "H", "H", "H", "H", "H", "H", "H", "H", "H", "H", "H", "H", "H", "H", "H", "H", "H", "H", "H", "H", "H", "H", "H", "H", "H", "H", "C", "C", "O", "C", "O", "O", "C", "H", "H", "H", "H", "H", "H", "H", "H", "C", "C", "O", "C", "O", "O", "C", "H", "H", "H", "H", "H", "H", "H", "H"], "positions_angstrom": [[1.818933, 3.739025, -2.362421], [1.088237, 3.642842, -0.997073], [-0.397009, 3.210190, -1.218762], [-1.344506, 4.455845, -1.156978], [-0.894152, 1.993477, -0.344821], [-2.387946, 2.232514, -0.170741], [-3.465073, 2.453669, -0.020539], [-0.347465, 2.004784, 1.134798], [-0.349377, 3.381193, 1.886721], [0.732098, 3.289909, 2.846129], [-1.633010, 3.587689, 2.758801], [-2.603533, 4.508498, 2.151907], [-0.690631, 0.562129, -0.984126], [-0.411958, -0.524164, 0.061418], [-0.292430, -1.035170, 1.058531], [-1.978031, -0.013367, -1.708536], [-2.383819, 0.727851, -3.010487], [-3.863732, 1.256855, -3.009780], [-3.996940, 2.614457, -3.720149], [-3.355477, 2.529715, -5.022334], [-2.298758, 3.368429, -5.145515], [-2.325689, 4.524071, -4.972414], [0.449712, 0.422902, -2.033100], [1.875868, 0.532279, -1.517080], [2.246133, 0.659820, -0.437467], [3.269470, 0.366942, -2.925760], [1.833832, 2.800822, -2.929006], [2.809567, 4.208580, -2.280124], [1.221497, 4.448852, -2.969495], [1.633234, 3.070009, -0.236392], [1.054175, 4.682229, -0.623588], [-0.460045, 2.928748, -2.286127], [-1.591815, 4.769066, -0.136583], [-2.225898, 4.344520, -1.796425], [-0.751570, 5.277760, -1.601707], [-1.063528, 1.385178, 1.698212], [0.665943, 1.594026, 1.214736], [-0.113486, 4.259402, 1.279950], [0.714472, 2.396516, 3.217020], [-2.102621, 2.639083, 3.055243], [-1.274374, 4.055914, 3.696848], [-2.357491, 5.478679, 2.311622], [-3.535466, 4.346750, 2.516862], [-1.654203, -1.025017, -2.018599], [-2.802107, -0.196326, -1.005915], [-1.715184, 1.543952, -3.316455], [-2.357268, 0.001293, -3.837512], [-4.320749, 1.251712, -2.013433], [-4.462911, 0.558084, -3.621257], [-3.593654, 3.452695, -3.136893], [-5.054154, 2.846430, -3.918100], [-1.341766, 2.904570, -5.472702], [0.356762, 1.080039, -2.908157], [0.356468, -0.595531, -2.454228], [0.508364, -2.766050, 3.210604], [0.010764, -2.322259, 4.569173], [-0.259894, -3.444535, 5.424254], [0.808362, -4.007451, 5.990506], [1.952733, -3.653361, 5.861719], [0.389776, -5.049902, 6.719025], [1.444359, -5.799788, 7.320822], [-0.184333, -3.480033, 2.760891], [0.615990, -1.916065, 2.545911], [1.475444, -3.266941, 3.290995], [-0.934713, -1.790837, 4.456300], [0.712140, -1.638040, 5.049692], [2.109489, -5.156177, 7.894551], [2.002971, -6.338820, 6.555557], [0.986781, -6.520350, 7.994959], [4.323388, -6.584198, -2.040602], [2.811760, -6.491080, -2.076174], [2.319126, -5.631988, -1.039475], [2.418589, -4.322498, -1.281534], [2.863416, -3.816809, -2.281745], [1.952112, -3.667003, -0.215427], [2.076765, -2.248079, -0.304683], [4.665095, -6.878600, -1.046791], [4.680709, -7.312859, -2.769160], [4.781576, -5.620771, -2.265713], [2.379200, -7.473630, -1.889470], [2.452993, -6.158432, -3.051177], [1.639596, -1.874970, -1.229800], [3.128618, -1.966904, -0.237631], [1.540248, -1.801987, 0.516400]], "forces_ev_per_a": [[-0.714, 0.745, 0.122], [-0.058, 0.562, -0.264], [-0.027, 0.080, -0.499], [1.190, 0.277, -0.287], [-0.855, 0.528, 0.967], [6.266, -1.522, -0.920], [-5.283, 0.878, 0.742], [-0.724, 1.031, -0.216], [-0.041, -1.211, 1.360], [0.076, -0.051, -0.425], [0.342, 1.455, 0.237], [-0.214, -0.432, -0.264], [-0.182, -1.580, -0.479], [-1.006, 3.805, -2.372], [-0.449, -1.291, 1.646], [0.977, -0.346, -0.631], [-1.301, -0.094, -0.007], [0.150, -0.277, -0.942], [-0.982, -0.058, 0.316], [0.783, -0.186, 0.709], [0.599, -1.817, -1.016], [-0.275, 2.460, 0.814], [0.237, -0.179, -0.371], [-0.720, -0.262, -2.863], [0.623, 0.438, 3.040], [-0.428, -0.127, -0.091], [0.314, 0.217, 0.263], [-0.154, -0.540, 0.021], [0.240, -0.312, 0.110], [-0.178, -0.054, -0.361], [0.119, -0.457, 0.114], [-0.005, -0.238, 0.465], [-0.287, -0.269, -0.309], [0.049, -0.072, 0.480], [-0.339, -0.254, 0.084], [0.627, -0.114, -0.108], [-0.323, 0.043, -0.354], [-0.212, -0.258, 0.075], [0.050, 0.236, 0.021], [0.060, 0.196, -0.422], [0.116, -0.482, -0.294], [0.000, -0.179, 0.170], [0.121, 0.101, -0.159], [-0.239, 0.294, 0.226], [0.212, 0.503, -0.155], [-0.021, -0.235, 0.436], [0.318, 0.307, 0.261], [0.251, 0.371, -0.234], [0.192, 0.142, 0.324], [0.083, -0.268, -0.244], [0.311, -0.101, 0.183], [-0.600, -0.473, -0.122], [-0.081, -0.047, 0.419], [0.228, 0.367, 0.096], [0.547, -0.432, 0.337], [0.116, 0.285, -0.493], [-0.009, -0.008, 0.290], [-0.080, 0.008, -0.216], [-0.125, -0.046, 0.118], [0.019, 0.126, -0.003], [0.142, -0.217, 0.170], [-0.095, 0.161, -0.058], [0.015, -0.315, 0.444], [-0.022, 0.022, 0.139], [-0.101, -0.208, 0.184], [0.074, -0.186, 0.085], [0.026, 0.032, -0.140], [0.085, 0.114, 0.027], [-0.184, 0.089, -0.099], [0.144, 0.245, 0.105], [0.284, -0.344, -0.309], [-0.184, 0.133, 0.000], [0.149, -0.116, 0.074], [-0.152, -0.029, 0.095], [-0.121, -0.037, -0.130], [0.536, -0.001, 0.126], [-0.064, -0.125, -0.041], [-0.046, -0.014, 0.023], [-0.069, -0.022, -0.091], [-0.128, 0.140, 0.213], [0.028, 0.179, 0.091], [0.150, -0.244, -0.113], [-0.018, 0.015, -0.249], [0.249, -0.459, 0.133]]}

=====

{"formula": "C26H44CaCl4CsMgN3O15", "method": "the ωB97M-V functional and the def2-TZVPD basis", "total_charge": 2, "e_homo_ev": -9.38, "gap_ev": 1.2, "elements": ["C", "C", "C", "C", "C", "C", "C", "N", "C", "C", "C", "O", "O", "C", "O", "O", "C", "C", "O", "C", "C", "O", "O", "C", "N", "H", "H", "H", "H", "H", "H", "H", "H", "H", "H", "H", "H", "H", "H", "H", "H", "H", "H", "H", "H", "H", "H", "Ca", "C", "Cl", "Cl", "H", "H", "C", "C", "C", "O", "C", "N", "H", "H", "H", "H", "H", "H", "H", "H", "H", "H", "H", "C", "O", "O", "O", "H", "Cl", "Cs", "O", "H", "H", "C", "C", "C", "O", "C", "O", "O", "H", "H", "H", "H", "H", "H", "Cl", "Mg"], "positions_angstrom": [[1.665640, 0.773565, 1.905845], [1.243427, -0.157934, 1.064969], [-0.011794, 0.070341, 0.233513], [0.243659, -0.437952, -1.149908], [0.068435, -1.940121, -1.378202], [1.270336, -2.822104, -1.025185], [1.590763, -3.904191, -2.042784], [0.623584, -5.065768, -2.237673], [1.183379, -6.251310, -1.559421], [0.326611, -5.278965, -3.566639], [0.898358, -6.420830, -4.356467], [-0.447062, -4.554232, -4.240594], [-0.010071, 1.551940, 0.077561], [-1.237669, 1.998325, -0.083863], [-1.621743, 2.945414, -0.701534], [-2.100147, 1.134730, 0.590351], [-1.442305, -0.057429, 0.869812], [-1.482295, -0.282054, 2.389445], [-2.786778, -0.813790, 2.740728], [-2.956365, -1.334022, 3.916531], [-4.223916, -2.080276, 4.101842], [-2.127740, -1.202257, 4.847910], [-2.306407, -1.097448, 0.333180], [-2.879716, -0.802911, -0.792414], [-3.375302, -0.486877, -1.796137], [0.959447, 1.421642, 2.436071], [2.763033, 1.012144, 2.107536], [1.780270, -1.085392, 0.948452], [-0.300304, 0.149213, -1.882533], [1.406812, -0.158004, -1.335728], [-0.110500, -2.045038, -2.442329], [-0.795650, -2.363806, -0.891615], [1.064998, -3.329392, -0.078762], [2.165130, -2.212053, -0.944936], [1.804401, -3.444656, -3.002638], [2.491077, -4.370395, -1.655521], [1.248270, -6.072616, -0.496022], [0.535382, -7.101047, -1.739219], [2.154226, -6.512984, -1.973670], [1.708382, -6.053576, -4.979164], [1.196766, -7.272461, -3.766119], [0.123695, -6.750552, -5.039641], [-1.314262, 0.658303, 2.895794], [-0.736611, -1.012298, 2.682811], [-4.303270, -2.386971, 5.135198], [-5.046813, -1.412189, 3.866850], [-4.256296, -2.951204, 3.456539], [-0.625497, -1.007819, 6.357209], [-2.124246, -4.807758, 8.702159], [-2.405936, -3.651638, 7.364732], [-0.587424, -4.499723, 9.493702], [-2.928598, -4.689481, 9.417544], [-2.119729, -5.805189, 8.280517], [2.399702, 4.537049, 0.635959], [3.488839, 3.958685, 1.519483], [4.179812, 4.996794, 2.420859], [5.115793, 5.793631, 1.755891], [4.587088, 6.920241, 1.058823], [4.459458, 3.234782, 0.683223], [2.804255, 5.093819, -0.204027], [1.789431, 3.740621, 0.212920], [1.746105, 5.198570, 1.210549], [3.001318, 3.228112, 2.179517], [4.754320, 4.457084, 3.191091], [3.445240, 5.614186, 2.955874], [3.732896, 7.349655, 1.588230], [4.298330, 6.657257, 0.040774], [5.377540, 7.665137, 1.005360], [5.146268, 2.779003, 1.280452], [5.002824, 3.937612, 0.188104], [2.296706, 3.635220, -3.196837], [1.637093, 4.519061, -2.593514], [1.687174, 2.383259, -3.229908], [3.392281, 3.756304, -3.737764], [0.879253, 2.617260, -2.744001], [3.106356, -0.148322, -1.815453], [4.021717, 1.156805, 3.152728], [7.606981, -1.722679, 2.107800], [8.444288, -2.158492, 2.296901], [7.840661, -1.057580, 1.451870], [-4.947260, 2.739431, -1.942493], [-5.794991, 2.420697, -3.140749], [-5.505471, 1.056589, -3.731492], [-5.807417, 1.273765, -5.156490], [-5.598669, 2.634612, -5.392356], [-5.576650, 3.082559, -6.499410], [-5.475831, 3.298361, -4.265352], [-5.256792, 3.672723, -1.475365], [-5.007876, 1.943790, -1.200998], [-3.907744, 2.861090, -2.247548], [-6.857750, 2.545952, -2.920127], [-6.129483, 0.263799, -3.329961], [-4.458523, 0.768353, -3.651358], [-2.298213, -4.019245, -3.340089], [-7.470695, 1.585545, -6.179197]], "forces_ev_per_a": [[0.403, 0.637, 0.253], [-0.746, -0.758, 0.513], [-0.183, 1.218, 0.294], [0.649, -0.438, 0.194], [0.451, -0.014, -0.384], [-0.853, -0.491, 0.047], [-0.194, 0.415, 0.350], [0.744, 0.062, -0.484], [-0.413, -0.143, -0.614], [-0.402, -0.151, 0.261], [-0.670, -0.165, -0.226], [0.081, 0.298, 0.600], [0.221, -0.042, -0.163], [-0.657, 0.708, -1.020], [0.363, -0.855, 1.020], [0.003, 0.269, -0.089], [-0.898, 0.160, 0.520], [0.057, -0.626, -0.376], [0.224, -0.039, 0.332], [0.092, 0.142, 0.319], [0.041, 0.262, 0.284], [-0.118, 0.002, -0.756], [0.310, -0.265, -0.352], [-0.239, 0.589, -1.201], [0.446, -0.578, 1.359], [0.241, 0.753, -0.908], [-7.997, -1.974, -4.546], [0.473, 0.249, -1.056], [-0.314, 0.102, 0.007], [-1.489, -0.345, -0.102], [-0.113, -0.019, -0.265], [-0.424, -0.067, 0.031], [0.204, 0.009, 0.287], [0.275, 0.047, -0.045], [0.022, 0.067, -0.159], [0.322, -0.163, -0.388], [0.022, 0.152, 0.169], [-0.229, -0.111, 0.249], [0.309, 0.071, 0.236], [0.322, 0.072, 0.096], [0.339, -0.024, 0.118], [-0.082, -0.034, -0.152], [0.015, 0.215, 0.090], [0.157, -0.106, 0.057], [-0.044, -0.106, 0.154], [-0.197, -0.039, -0.201], [-0.027, -0.031, -0.238], [-0.048, -0.299, 0.334], [0.244, -0.133, 0.345], [-0.074, 0.251, -0.308], [-0.032, 0.014, -0.035], [-0.035, 0.116, -0.042], [0.021, 0.041, -0.126], [-0.287, -0.057, 0.072], [0.292, 0.402, -0.433], [-0.020, -0.171, 0.267], [-0.011, 0.058, -0.011], [0.122, 0.011, -0.086], [-0.276, -0.154, 0.672], [0.013, -0.007, -0.081], [0.056, -0.016, -0.118], [0.039, 0.022, -0.020], [-0.233, 0.304, 0.041], [0.050, 0.041, -0.019], [-0.080, 0.001, -0.088], [-0.030, -0.039, 0.006], [-0.092, 0.019, 0.019], [0.035, -0.026, 0.049], [0.317, 0.251, -0.178], [-0.057, -0.148, -0.292], [-0.352, -0.781, 0.015], [0.230, 0.191, 0.069], [-0.019, 1.049, 0.071], [0.114, 0.165, 0.019], [-0.106, -0.460, -0.069], [1.107, -0.188, 0.267], [8.029, 0.511, 5.578], [-0.009, 0.197, 0.046], [-0.036, -0.071, 0.055], [-0.027, -0.061, -0.102], [0.259, 0.496, -0.046], [0.192, -0.334, 0.358], [0.049, -0.161, 0.166], [0.492, 0.355, 0.504], [1.710, 0.890, 0.981], [-0.787, -0.518, -0.170], [-0.103, -0.158, -0.061], [-0.074, -0.014, -0.020], [-0.036, -0.075, -0.075], [0.049, -0.148, 0.072], [-0.022, 0.052, -0.153], [-0.097, -0.018, -0.198], [-0.042, 0.050, -0.087], [0.472, 0.097, -0.013], [-1.406, -0.459, -1.289]]}